A 2-piece molecular cluster, C7H8N4O overall in a non-equilibrium geometry. Source: OMol25; level of theory: wB97M-V/def2-TZVPD.

```
20
Properties=species:S:1:pos:R:3:forces:R:3
C 1.7569 -1.8220 0.0649 -1.22 2.20 -0.72
C 1.3306 -1.5185 -1.2527 0.75 -2.29 -0.94
C 1.7188 -0.8700 1.0589 1.28 0.75 -0.39
C 0.9472 -0.2899 -1.6701 -1.90 0.90 -1.69
C 1.3136 0.3991 0.6592 -1.22 2.73 -0.07
C 0.8222 0.6369 -0.6524 0.56 0.87 0.75
C 0.6243 2.5180 1.2925 1.01 -0.55 0.24
N 1.3259 1.4852 1.5740 0.60 -2.56 0.62
N 0.2025 1.9045 -0.8661 0.58 -0.85 0.84
N 0.0144 2.6704 0.1213 -1.16 3.06 0.65
N -2.1203 0.6161 0.4355 -1.09 -3.43 3.78
O -0.2475 2.2813 -1.9284 -0.18 -0.78 -1.87
H 2.0391 -2.7990 0.1507 0.91 -2.35 0.96
H 1.3632 -2.3838 -1.9770 -0.03 1.18 0.77
H 2.1874 -0.8253 2.0471 -0.38 -0.94 -0.23
H 0.5224 -0.0177 -2.7126 1.00 -0.67 1.91
H 0.5907 3.3380 2.0465 -0.29 -0.58 -0.92
H -2.8605 0.2971 1.1105 0.97 0.18 -1.19
H -2.5453 0.8174 -0.3959 -0.80 1.53 -2.32
H -1.5894 1.2376 0.9730 0.61 1.58 -0.17
```
Positions in Å, forces in eV/Å.

energy above the lowest of the compared OMol25 structures with the same formula, charge and spin: 3.710 eV
LUMO level (alpha / beta): -0.6773 / -0.6765 eV
structure (SMILES): [O-][n+]1ncnc2ccccc21.N

=====

A 2-piece molecular cluster, C7H8N4OS overall in a non-equilibrium geometry. Source: OMol25; level of theory: wB97M-V/def2-TZVPD.

```
21
Properties=species:S:1:pos:R:3:forces:R:3
C -2.5351 0.1314 0.0906 -1.48 1.52 -0.27
C -2.1340 -0.7024 1.1362 1.03 -0.52 -0.20
C -1.7109 0.4830 -0.9783 0.00 -0.11 1.53
C -0.7723 -1.1495 1.0906 -1.88 0.31 -1.63
C -0.4094 0.0312 -0.9864 -0.63 -0.10 -2.19
C 0.0328 -0.8225 -0.0349 -0.28 -0.37 3.00
C 2.3703 -1.0257 -0.9323 -0.58 -1.09 1.90
N 3.4674 -1.4417 -0.3710 1.95 0.75 -1.27
N 3.2265 -1.7607 0.9042 -0.73 -0.29 -0.55
N 1.9743 -1.6454 1.1128 -0.16 -0.33 1.58
N 1.3968 -1.2255 0.0043 -0.53 0.94 -2.05
O 2.2399 -0.5356 -2.1642 0.20 -0.47 0.45
S 2.3858 2.0197 0.5351 0.71 -0.47 -0.52
H -3.5181 0.6755 0.0721 0.77 -1.08 0.35
H -2.8772 -1.0394 1.9243 1.31 0.55 -0.98
H -2.0171 1.2069 -1.7134 -0.27 -0.11 -0.21
H -0.4365 -1.9037 1.7503 0.45 -0.31 0.85
H 0.1111 0.1753 -1.9146 0.69 0.39 0.15
H 2.4479 1.4226 1.7107 -0.24 -0.06 0.68
H 3.1338 -0.6754 -2.5084 0.06 0.22 -0.52
H 3.3459 1.1261 0.1416 -0.38 0.64 -0.09
```
Positions in Å, forces in eV/Å.

energy above the lowest of the compared OMol25 structures with the same formula, charge and spin: 1.757 eV
LUMO level: 0.5049 eV
structure (SMILES): Oc1nnnn1-c1ccccc1.S

=====

An isolated ion of composition C7H8NO2 and charge -1 in a non-equilibrium geometry. Source: OMol25; level of theory: wB97M-V/def2-TZVPD.

```
18
Properties=species:S:1:pos:R:3:forces:R:3
C -1.7512 -0.0234 0.3812 0.23 0.64 -0.05
C -1.1712 -0.4851 -0.7118 0.90 -1.93 1.05
C -2.0156 0.6113 1.4730 -0.53 0.51 1.92
C 0.5483 0.6157 -1.5669 2.79 -1.59 1.48
C 0.0708 -1.3958 -0.5248 -1.93 -0.48 -0.83
C -1.2737 1.7654 2.1878 -2.08 -1.33 0.60
C 2.4966 -1.1653 -1.3789 -2.46 -0.35 1.70
N 1.0351 -0.7301 -1.2478 0.06 0.30 -0.41
O 1.3128 1.3962 -2.1125 -0.15 0.97 -1.34
O 0.0779 -2.4701 0.1234 0.94 1.07 -0.43
H -2.7942 0.2798 2.1569 -0.30 -0.65 -0.13
H -1.6617 -0.4520 -1.6465 -0.15 0.29 -1.05
H -2.0187 2.5563 2.4713 0.78 -0.61 0.01
H -0.6271 2.1148 1.4632 1.92 1.17 -0.99
H -0.7819 1.2972 3.0851 -0.30 0.82 -0.82
H 3.0478 -0.4670 -0.7840 0.59 0.06 0.57
H 2.5416 -2.2125 -1.0555 -0.12 0.43 0.74
H 2.9644 -1.2355 -2.3131 -0.19 0.67 -2.01
```
Positions in Å, forces in eV/Å.

net charge: -1
energy above the lowest of the compared OMol25 structures with the same formula, charge and spin: 2.502 eV
LUMO level (alpha / beta): 3.9790 / 3.7711 eV
multiplicity: 3

=====

An isolated ion of composition C7H8NO5 and charge -1 in a non-equilibrium geometry. Source: OMol25; level of theory: wB97M-V/def2-TZVPD.

```
21
Properties=species:S:1:pos:R:3:forces:R:3
C 2.7135 0.0356 0.4269 0.32 0.03 0.75
C 2.4598 -1.2521 0.1580 -0.88 -0.84 0.14
C 2.0039 1.2682 -0.1191 1.67 0.82 -0.06
C -0.4172 -0.4470 -0.3011 -1.58 -2.03 -0.42
C -0.5876 0.9081 -0.1204 2.23 -1.24 -0.07
C -1.6004 -2.6573 -0.3595 2.40 1.95 -2.87
C -1.8219 1.6970 0.1263 2.84 1.95 -0.53
N 0.6974 1.6232 -0.1805 -2.29 0.27 -0.44
O 2.5820 -2.4241 0.1134 0.53 1.18 0.17
O 2.7447 2.1835 -0.5116 0.90 -0.24 0.12
O 0.6067 -1.1549 -0.6093 -1.10 1.40 0.19
O -1.8941 2.2189 1.4543 1.22 -0.29 0.61
O -1.6688 -1.2375 -0.2047 0.98 0.83 0.03
H 3.7046 0.1107 1.0186 -1.74 0.47 -1.33
H -0.6508 -2.9675 -0.9168 -1.35 0.45 0.63
H -2.4726 -2.9622 -0.8712 -0.96 -0.22 -0.97
H -1.6171 -3.1476 0.5260 0.20 -1.31 3.18
H -2.5648 1.0348 -0.0657 -2.76 -1.61 -0.50
H -1.8659 2.6125 -0.5395 -0.08 -0.98 0.18
H 0.6060 2.5000 -0.7344 0.49 -0.98 0.72
H -0.9574 2.0576 1.7104 -1.02 0.40 0.47
```
Positions in Å, forces in eV/Å.

net charge: -1
energy above the lowest of the compared OMol25 structures with the same formula, charge and spin: 1.577 eV
LUMO level: 3.6232 eV
structure (SMILES): CO/C([O-])=C(\CO)NC(=O)C=C=O

=====

One molecule with the formula C7H8O in a non-equilibrium geometry. Source: OMol25; level of theory: wB97M-V/def2-TZVPD.

```
16
Properties=species:S:1:pos:R:3:forces:R:3
C 2.4515 -0.2545 -0.1490 0.02 -0.17 -4.64
C 0.9621 -0.3958 -0.0071 -2.96 2.39 -1.26
C -0.0115 0.5946 -0.1923 3.91 0.78 2.72
C 0.5065 2.0365 0.2390 1.58 2.01 -1.43
C -1.3742 -0.0271 -0.0102 -0.85 3.51 -2.29
C -1.0920 -1.5064 0.1081 -1.76 3.64 0.08
C 0.1753 -1.6627 0.1520 4.99 -2.71 1.12
H 2.9338 -0.4705 0.7555 1.05 0.13 1.30
H 2.7123 -1.1725 -0.8718 -0.15 1.95 1.43
H 2.8619 0.7753 -0.7748 -1.39 -3.06 2.24
H -0.0796 2.5212 1.0773 0.50 -0.89 -0.96
H 1.6439 1.9248 0.5982 -2.76 0.25 -0.60
H 0.6282 2.9803 -0.6042 -0.74 -2.94 1.95
H -1.9261 -2.0387 0.0070 -2.71 -3.09 0.14
H 0.7367 -2.6207 0.4282 -1.01 1.18 -0.92
O -2.4021 0.6742 -0.1823 2.28 -2.98 1.12
```
Positions in Å, forces in eV/Å.

energy above the lowest of the compared OMol25 structures with the same formula, charge and spin: 4.015 eV
LUMO level: -0.7986 eV
structure (SMILES): CC1=C(C)C(=O)C=C1

=====

One molecule with the formula C7H8O in a non-equilibrium geometry. Source: OMol25; level of theory: wB97M-V/def2-TZVPD.

```
16
Properties=species:S:1:pos:R:3:forces:R:3
C 1.1469 0.1254 0.0072 -0.84 -0.44 0.08
C 0.2236 -1.1032 0.1240 -0.76 1.26 -0.32
C -0.7345 -0.6229 1.2276 0.05 -0.10 0.46
C -1.1104 0.7420 0.6674 0.16 -0.81 -0.46
C -1.0574 0.6013 -0.8254 -0.38 -0.65 -0.52
C -0.6842 -0.8919 -1.1030 0.22 0.99 -0.71
C 0.1024 1.2231 -0.0825 0.67 0.23 -0.01
H 0.7073 -2.0367 0.2558 0.40 -0.78 0.08
H -0.2486 -0.5352 2.1986 0.01 -0.12 0.11
H -1.5785 -1.2988 1.2894 -0.28 -0.10 0.23
H -1.8103 1.4176 1.1252 0.08 0.11 0.21
H -1.7317 1.1506 -1.5020 0.61 -0.22 0.50
H -0.1951 -1.0221 -2.0823 0.10 0.09 0.42
H -1.5764 -1.5049 -1.1278 -0.19 -0.25 0.27
H 0.3621 2.2587 -0.0809 0.12 0.39 -0.32
O 2.3442 0.1410 -0.0209 0.02 0.38 0.00
```
Positions in Å, forces in eV/Å.

energy above the lowest of the compared OMol25 structures with the same formula, charge and spin: 0.943 eV
LUMO level: 0.9640 eV
structure (SMILES): O=C1[C@H]2C[C@@H]3[C@H](C2)[C@H]13